Formula: C7H15I2N2
Source: the OMol25 dataset
Level of theory: ωB97M-V with the def2-TZVPD basis set

Output
HOMO in eV: -11.94
Energy relative to the best compared isomer or geometry (same formula, charge and spin) in kcal/mol: 15.88
Energy in eV: -26673.9903
Total charge: +1
Kohn-Sham gap in eV: 8.52

Last column: natural (NBO) charge in e.
Element x y z (Å)
C1 -0.6198 0.2691 -0.7497  -0.09
C2 -0.4273 -0.2648 0.7556  -0.15
C3 -1.8061 -0.0405 0.1075  -0.38
C4 -0.7899 2.0336 -2.3402  -0.43
C5 1.0965 1.8499 -0.8645  -0.43
C6 1.4031 -1.8792 0.4934  -0.45
C7 0.0608 -1.6355 2.5701  -0.40
N1 -0.2938 1.6600 -1.0769  -0.46
N2 0.0545 -1.5904 1.0579  -0.37
I1 -2.8396 -1.7232 -0.4748  0.27
I2 -2.7957 1.7782 0.7976  0.27
H1 -0.2110 -0.3543 -1.4936  0.21
H2 -0.1476 0.4725 1.4207  0.25
H3 -0.2897 3.0338 -2.5921  0.23
H4 -0.2930 1.3946 -3.0895  0.18
H5 -1.9511 2.1899 -2.3304  0.23
H6 1.5285 2.6617 -1.3664  0.23
H7 1.2970 2.0677 0.1771  0.20
H8 1.8390 1.0949 -1.1130  0.17
H9 2.0586 -1.0116 0.5612  0.24
H10 1.8057 -2.8195 0.8842  0.25
H11 1.4523 -2.0436 -0.6795  0.25
H12 0.8893 -0.9467 2.8876  0.24
H13 -0.8562 -1.4134 3.0129  0.25
H14 0.3641 -2.6002 2.8673  0.23
H15 -0.5288 -2.1828 0.5773  0.44

Formula: C7H15N
Source: the OMol25 dataset
Level of theory: ωB97M-V with the def2-TZVPD basis set

Output
HOMO in eV: -8.66
Energy relative to the best compared isomer or geometry (same formula, charge and spin) in kcal/mol: 52.82
Energy in eV: -8990.1992
SMILES string: C/C=C/CCCCN
Total charge: 0
Kohn-Sham gap in eV: 9.80

Last column: natural (NBO) charge in e.
Element x y z (Å)
C1 0.4530 -2.2621 1.5296  -0.23
C2 0.0713 -0.8218 1.7719  -0.41
C3 -0.9374 -0.1554 0.7315  -0.41
C4 -0.2540 -0.0093 -0.6389  -0.45
C5 -0.1950 1.3933 -1.2148  -0.18
C6 -0.2432 1.8287 -2.5257  -0.19
C7 -0.1553 3.2787 -2.8304  -0.64
N1 1.0900 -2.7701 2.7650  -0.84
H1 -0.5332 -2.8959 1.3689  0.17
H2 1.0015 -2.4251 0.6019  0.19
H3 0.8855 -0.0404 1.8450  0.21
H4 -0.4820 -0.7366 2.7783  0.21
H5 -1.3319 0.7132 1.2499  0.21
H6 -1.7573 -0.8191 0.3456  0.21
H7 -0.5946 -0.7371 -1.3681  0.21
H8 0.7407 -0.4844 -0.4115  0.20
H9 -0.2816 2.1424 -0.4286  0.18
H10 -0.0390 1.0371 -3.3018  0.19
H11 -0.4093 3.4204 -3.8709  0.21
H12 -0.7765 3.7923 -2.1792  0.22
H13 0.9962 3.5618 -2.6764  0.21
H14 1.9998 -3.1082 2.6355  0.36
H15 0.5159 -3.5426 3.1162  0.36

Formula: C7H15N2
Source: the OMol25 dataset
Level of theory: ωB97M-V with the def2-TZVPD basis set

Output
HOMO (spin up / spin down) in eV: -11.63 / -11.61
Energy relative to the best compared isomer or geometry (same formula, charge and spin) in kcal/mol: 93.94
Energy in eV: -10472.2222
Total charge: +1
Kohn-Sham gap (spin up / spin down) in eV: 7.85 / 7.51

Last column: natural (NBO) charge in e.
Element x y z (Å)
C1 0.0321 -2.0157 0.6417  0.35
C2 -1.3361 -0.1655 0.0403  0.26
C3 1.4531 -0.1722 0.0261  0.26
C4 -1.9205 0.2152 -1.2467  -0.69
C5 -1.5825 0.7993 1.0956  -0.69
C6 1.8282 0.0053 -1.3420  -0.69
C7 1.4806 0.8572 1.0770  -0.67
N1 -1.0950 -1.5057 0.2858  -0.54
N2 1.2165 -1.5095 0.3566  -0.53
H1 -0.0106 -2.9524 1.0477  0.22
H2 -2.6871 1.0029 -1.1367  0.24
H3 -2.4695 -0.5862 -1.7057  0.22
H4 -1.1569 0.6384 -1.8744  0.25
H5 -2.5857 1.0995 1.0688  0.24
H6 -1.0676 1.7345 0.8439  0.25
H7 -1.5929 0.3608 2.0319  0.23
H8 2.7108 -0.5514 -1.5123  0.24
H9 2.0156 1.0593 -1.5443  0.25
H10 1.1574 -0.3730 -2.1119  0.24
H11 2.3815 1.2226 1.4723  0.25
H12 0.8763 0.4979 1.9366  0.23
H13 1.1222 1.7935 0.6764  0.23
H14 -1.9418 -2.0235 -0.1366  0.44
H15 1.9167 -2.2231 0.1148  0.42

Formula: C7H15N2
Source: the OMol25 dataset
Level of theory: ωB97M-V with the def2-TZVPD basis set

Output
HOMO in eV: -14.11
Energy relative to the best compared isomer or geometry (same formula, charge and spin) in kcal/mol: 69.12
Energy in eV: -10473.2984
Total charge: +1
Kohn-Sham gap in eV: 10.93

Last column: natural (NBO) charge in e.
Element x y z (Å)
C1 1.0046 1.6981 -0.5991  0.17
C2 0.8452 0.1695 -0.4358  -0.30
C3 -0.4455 0.5959 0.2426  0.08
C4 3.3874 -0.1149 0.0051  -0.60
C5 -1.7421 -1.5689 -0.3697  -0.42
C6 -2.8940 0.5161 0.5650  -0.43
C7 1.9389 -0.4792 0.4603  -0.41
N1 -0.2138 2.0303 -0.2715  -0.37
N2 -1.7352 -0.0549 -0.2584  -0.37
H1 1.7357 2.2477 -1.0421  0.21
H2 0.6592 -0.3590 -1.3820  0.23
H3 -0.4338 0.4073 1.3173  0.23
H4 4.0654 0.0842 0.8611  0.24
H5 3.3407 0.8087 -0.5732  0.20
H6 3.6838 -0.9404 -0.5438  0.22
H7 -2.2073 -1.8562 -1.2669  0.24
H8 -0.7398 -1.9404 -0.3043  0.24
H9 -2.3673 -2.0196 0.5123  0.24
H10 -2.9585 0.3550 1.6453  0.25
H11 -2.7654 1.6094 0.3512  0.25
H12 -3.8450 0.1263 0.1111  0.24
H13 1.7441 0.0003 1.4356  0.20
H14 1.8944 -1.6137 0.7785  0.23
H15 -1.9518 0.2982 -1.2388  0.45

Formula: C7H15N2
Source: the OMol25 dataset
Level of theory: ωB97M-V with the def2-TZVPD basis set

Output
HOMO in eV: -14.50
Energy relative to the best compared isomer or geometry (same formula, charge and spin) in kcal/mol: 59.10
Energy in eV: -10473.7330
SMILES string: CC(C)(C)[C@@H]1N=CC[NH2+]1
Total charge: +1
Kohn-Sham gap in eV: 11.20

Last column: natural (NBO) charge in e.
Element x y z (Å)
C1 2.5802 0.9065 -0.0719  0.09
C2 2.6844 -0.5675 -0.0399  -0.29
C3 0.5454 0.1638 0.7369  0.10
C4 -1.4380 1.5442 0.7442  -0.62
C5 -1.6843 -0.9972 0.3838  -0.63
C6 -0.7079 0.4407 -1.5072  -0.61
C7 -0.7906 0.2577 0.0751  -0.08
N1 1.4976 1.4266 0.2782  -0.32
N2 1.2799 -1.0767 0.1662  -0.55
H1 3.5492 1.3486 -0.0361  0.23
H2 3.1736 -1.2286 -0.7773  0.26
H3 3.1262 -0.6510 0.9477  0.24
H4 0.6812 0.3011 1.7636  0.24
H5 -1.0460 2.4906 0.4685  0.24
H6 -1.7934 1.5398 1.7864  0.24
H7 -2.3543 1.4726 0.1212  0.22
H8 -2.6923 -0.7992 -0.0863  0.25
H9 -1.3699 -1.8129 -0.1699  0.19
H10 -1.8720 -1.3312 1.3531  0.23
H11 -1.6462 0.5470 -2.0728  0.26
H12 -0.2740 -0.4031 -1.9095  0.18
H13 -0.0170 1.2230 -1.7861  0.24
H14 0.7371 -1.2428 -0.7093  0.44
H15 1.1750 -1.9590 0.6515  0.45

Formula: C7H15N2
Source: the OMol25 dataset
Level of theory: ωB97M-V with the def2-TZVPD basis set

Output
HOMO (spin up / spin down) in eV: -10.88 / -10.88
Energy relative to the best compared isomer or geometry (same formula, charge and spin) in kcal/mol: 69.09
Energy in eV: -10473.2999
Total charge: +1
Kohn-Sham gap (spin up / spin down) in eV: 7.40 / 7.40

Last column: natural (NBO) charge in e.
Element x y z (Å)
C1 0.7180 -0.5389 1.4558  -0.39
C2 1.1674 0.9353 1.3555  -0.50
C3 -1.0060 -0.9182 -0.4955  -0.20
C4 -1.9482 1.3232 -0.1202  -0.61
C5 0.4238 -0.5522 -0.0666  -0.15
C6 0.8125 0.9037 -0.0917  0.50
C7 1.3931 -1.4273 -0.8651  -0.60
N1 1.2646 1.6532 -1.0864  -0.71
N2 -2.0559 -0.1092 0.1794  -0.51
H1 1.5053 -1.2261 1.7494  0.24
H2 -0.1395 -0.7041 2.1037  0.21
H3 0.6221 1.6423 1.9766  0.27
H4 2.2335 1.0988 1.5212  0.25
H5 -1.0979 -0.7476 -1.5696  0.23
H6 -1.1805 -1.9763 -0.2894  0.23
H7 -2.4179 1.9473 0.6197  0.20
H8 -2.2273 1.5456 -1.1396  0.19
H9 2.4165 -1.1712 -0.6135  0.23
H10 1.2563 -1.2960 -1.9338  0.22
H11 1.2306 -2.4756 -0.6271  0.24
H12 1.0151 1.4438 -2.0404  0.42
H13 1.6376 2.5704 -0.8979  0.42
H14 -2.9689 -0.5158 -0.0863  0.41
H15 -1.9590 -0.2235 1.1940  0.42